No. 1
This record from OMol25 describes a cluster of 3 separate species, C4H10N2O2 in total. The level of theory is ωB97M-V/def2-TZVPD.

Orbital gap   8.855 eV
SMILES string   Cc1cnc[nH]1.O.O
Relative energy (zero: lowest compared OMol25 entry of this formula, charge and spin)   311.1 kJ/mol
Highest occupied orbital energy   -8.6 eV

ORCA input file:
```
! wB97M-V def2-TZVPD RIJCOSX def2/J DEFGRID3
* xyz 0 1
H -4.18 -2.71 -0.11
H 2.96 1.97 -1.25
H -0.38 -1.88 -0.76
C 0.26 0.12 1.68
C 0.54 -1.36 -0.63
H 1.22 -1.93 0.05
N -0.06 1.21 -0.31
O 3.26 2.00 -0.29
O -3.58 -2.94 -0.78
H -0.73 3.04 0.75
H -3.20 -2.02 -0.91
H 1.27 -1.15 -1.50
C -0.36 2.07 0.75
C 0.40 -0.09 0.20
N -0.21 1.35 1.96
H -0.30 1.39 -1.33
H 2.42 1.57 0.10
H 0.67 -0.63 2.35
*
```

No. 2
This record from OMol25 describes an isolated molecule of C4H6O. The level of theory is ωB97M-V/def2-TZVPD.

Orbital gap   10.827 eV
SMILES string   C=C1O[C@@H]1C
Relative energy (zero: lowest compared OMol25 entry of this formula, charge and spin)   268.1 kJ/mol
Highest occupied orbital energy   -9.8 eV

ORCA input file:
```
! wB97M-V def2-TZVPD RIJCOSX def2/J DEFGRID3
* xyz 0 1
H -2.18 -0.78 -0.34
C 2.17 0.41 -0.15
C -0.39 -0.25 0.40
C -1.66 0.13 -0.18
H 2.97 -0.31 -0.45
H 2.32 1.34 0.26
H -2.22 0.76 0.49
O 0.13 -1.44 -0.25
C 0.95 -0.02 0.06
H -0.51 -0.47 1.39
H -1.58 0.62 -1.23
*
```

No. 3
This record from OMol25 describes the ion C4H6NOS with charge +1. The level of theory is ωB97M-V/def2-TZVPD.

Orbital gap   7.094 eV
Relative energy (zero: lowest compared OMol25 entry of this formula, charge and spin)   460.5 kJ/mol
Highest occupied orbital energy   -13.1 eV

ORCA input file:
```
! wB97M-V def2-TZVPD RIJCOSX def2/J DEFGRID3
* xyz 1 1
N -0.73 -1.72 -0.15
H -1.49 -0.50 1.37
O -1.67 -2.42 -0.02
H 1.31 0.00 -1.94
H 0.16 -1.14 1.36
C 2.62 -0.47 -0.33
H 1.00 0.96 0.72
C 1.29 -0.40 -0.89
S 3.90 -0.48 0.36
H -0.24 1.16 -0.56
C -0.56 -0.59 0.74
C 0.30 0.43 -0.01
H 0.71 -1.36 -0.88
*
```

No. 4
This record from OMol25 describes the ion C4H13N4 with charge +1. The level of theory is ωB97M-V/def2-TZVPD.

Orbital gap   9.582 eV
SMILES string   CCN(N)/[NH+]=C\NC
Relative energy (zero: lowest compared OMol25 entry of this formula, charge and spin)   384.3 kJ/mol
Highest occupied orbital energy   -13.2 eV

ORCA input file:
```
! wB97M-V def2-TZVPD RIJCOSX def2/J DEFGRID3
* xyz 1 1
C -0.49 -1.33 0.34
H 1.21 0.67 -2.27
N -0.10 -0.68 -0.79
H -0.73 0.31 1.50
N -0.88 -0.70 1.42
N -1.37 0.97 -1.49
C -1.32 -1.53 2.50
H 0.87 2.33 -1.72
H -1.66 1.97 -1.58
H 0.53 -1.08 -1.45
H -1.21 0.69 -2.45
N -0.15 0.80 -0.88
H -1.99 -2.30 2.24
H 1.96 1.64 0.51
C 2.15 1.04 -0.38
C 1.11 1.29 -1.38
H 3.19 1.15 -0.76
H -0.46 -1.95 3.17
H -0.75 -2.50 0.22
H -1.94 -0.82 3.22
H 2.06 0.03 0.00
*
```

No. 5
This record from OMol25 describes a cluster of 2 separate species, CH2Br2O2S in total. The level of theory is ωB97M-V/def2-TZVPD.

Orbital gap (alpha / beta)   7.589 / 7.136 eV
Relative energy (zero: lowest compared OMol25 entry of this formula, charge and spin)   169.0 kJ/mol
Highest occupied orbital energy (alpha / beta)   -9.5 / -9.4 eV

ORCA input file:
```
! wB97M-V def2-TZVPD RIJCOSX def2/J DEFGRID3
* xyz 0 1
C -0.62 1.92 -1.00
O 2.37 2.91 -1.95
H -0.79 2.51 -0.08
Br -1.36 0.26 -1.03
Br 2.96 0.65 -0.03
O 1.73 0.53 -2.70
H -0.55 2.34 -1.90
S 1.84 1.60 -1.74
*
```

No. 6
This record from OMol25 describes a structure of composition C22H38NO2OsP3S. The level of theory is ωB97M-V/def2-TZVPD.

Orbital gap (alpha / beta)   6.970 / 6.451 eV
Relative energy (zero: lowest compared OMol25 entry of this formula, charge and spin)   52.1 kJ/mol
Highest occupied orbital energy (alpha / beta)   -19.0 / -21.0 eV

ORCA input file:
```
! wB97M-V def2-TZVPD RIJCOSX def2/J DEFGRID3
* xyz 4 5
H -3.37 3.20 -0.98
C -3.58 -2.46 3.79
H 3.51 -1.71 -1.29
H -4.71 1.13 -0.51
H 1.59 0.42 3.70
H 3.23 -2.70 0.17
H 3.61 0.49 1.20
C 1.89 -0.05 -2.55
C 0.65 -3.03 -2.82
C -2.59 -3.03 4.62
N -1.12 -1.26 4.04
C 3.03 -2.61 -0.91
H -3.40 -0.67 -2.25
H 2.37 -0.98 -2.85
C -3.85 0.72 0.05
H 0.32 1.70 3.73
H -2.03 0.03 -3.15
H 3.80 1.74 2.46
C 0.61 -3.86 -0.08
H -4.55 -2.93 3.67
H 3.43 -3.50 -1.43
C 0.80 2.43 -2.00
H 3.75 2.21 0.73
H -0.57 -2.74 5.40
C -0.89 -0.96 -0.46
H 1.05 -4.82 -0.40
C -3.31 -1.29 3.11
H 0.40 3.43 -1.83
H -1.86 3.18 -1.99
H -0.20 -0.83 4.08
H 1.16 -2.43 -3.59
H -2.79 -3.96 5.16
P -2.36 1.03 -0.94
Os 0.54 0.23 -0.84
H 2.06 2.13 3.91
H -0.85 1.80 -3.26
H 0.83 -4.10 -2.98
H -0.48 -3.91 -0.16
C 1.35 1.46 3.42
H 0.90 -3.64 0.95
H 2.58 2.78 -0.82
C 2.02 2.08 -1.43
C -2.08 -0.64 3.24
O -1.65 -1.80 -0.08
O 1.27 -1.35 1.70
C 1.08 -0.60 0.79
H 0.04 -0.49 -3.59
H -0.44 -2.82 -2.86
S -1.74 0.86 2.54
H -1.75 3.23 -0.20
H -0.06 3.44 1.87
H 1.62 4.06 1.75
H -4.01 -0.84 2.41
C 0.08 1.52 -2.78
P 1.22 -2.53 -1.15
C 0.61 0.24 -3.02
C 0.90 3.34 1.35
H 3.45 0.45 -1.15
P 1.55 1.67 1.63
C -1.38 -2.40 4.75
C 2.53 0.79 -1.63
H 0.74 3.54 0.28
H -3.57 0.94 -3.03
H -3.76 1.22 1.03
C 3.36 1.52 1.48
H -3.97 -0.36 0.21
C -2.89 0.27 -2.51
C -2.33 2.86 -1.05
*
```

No. 7
This record from OMol25 describes an isolated molecule of CH5NO2S2. The level of theory is ωB97M-V/def2-TZVPD.

Orbital gap   8.901 eV
Relative energy (zero: lowest compared OMol25 entry of this formula, charge and spin)   338.3 kJ/mol
Highest occupied orbital energy   -8.8 eV

ORCA input file:
```
! wB97M-V def2-TZVPD RIJCOSX def2/J DEFGRID3
* xyz 0 1
O 2.79 -1.22 -1.58
S 1.73 -0.94 -0.21
H -1.25 1.49 1.12
H -0.12 0.11 1.13
N 2.00 0.93 0.52
C -0.58 0.88 0.53
H -1.03 0.41 -0.38
S 0.80 1.77 -0.28
O 1.97 -1.94 0.81
H 1.80 1.07 1.46
H 3.63 -1.73 -1.32
*
```

No. 8
This record from OMol25 describes a cluster of 2 separate species, C6H13NOS2 in total. The level of theory is ωB97M-V/def2-TZVPD.

Orbital gap   9.265 eV
SMILES string   CNC(C)=O.C1CSCS1
Relative energy (zero: lowest compared OMol25 entry of this formula, charge and spin)   81.4 kJ/mol
Highest occupied orbital energy   -8.7 eV

ORCA input file:
```
! wB97M-V def2-TZVPD RIJCOSX def2/J DEFGRID3
* xyz 0 1
H -5.10 0.67 -2.66
C -2.74 3.12 3.05
C -0.89 -0.88 -2.14
H -0.76 2.21 3.23
H -4.78 0.42 4.22
O -1.38 1.49 -2.21
H -2.53 4.19 3.23
H -4.10 1.75 -1.64
H -0.94 -1.50 -3.05
H -1.56 2.56 4.79
N -3.12 0.05 -2.42
H -3.88 1.74 -3.42
C -4.14 0.96 3.50
H -3.42 -0.93 -2.45
C -1.79 0.33 -2.25
S -4.36 2.73 3.74
H 0.15 -0.53 -2.01
S -2.39 0.52 3.76
C -1.73 2.22 3.75
H -4.45 0.66 2.48
H -1.16 -1.50 -1.27
H -2.73 2.95 1.96
C -4.09 1.11 -2.54
*
```

No. 9
This record from OMol25 describes the ion CH6NOS with charge +1. The level of theory is ωB97M-V/def2-TZVPD.

Orbital gap   9.638 eV
SMILES string   [NH3+]CSO
Relative energy (zero: lowest compared OMol25 entry of this formula, charge and spin)   117.4 kJ/mol
Highest occupied orbital energy   -13.5 eV

ORCA input file:
```
! wB97M-V def2-TZVPD RIJCOSX def2/J DEFGRID3
* xyz 1 1
N 1.11 0.06 -0.59
S -1.73 -0.45 -0.03
H -2.65 1.38 0.80
H 0.47 -0.37 1.36
H 1.99 0.26 -0.18
H 0.87 0.98 -0.81
O -1.83 1.18 0.34
H 0.39 -1.76 0.23
C 0.19 -0.76 0.32
H 1.19 -0.52 -1.43
*
```

No. 10
This record from OMol25 describes a cluster of 2 separate species, CH8N2 in total. The level of theory is ωB97M-V/def2-TZVPD.

Orbital gap   9.594 eV
SMILES string   NN.C
Relative energy (zero: lowest compared OMol25 entry of this formula, charge and spin)   109.5 kJ/mol
Highest occupied orbital energy   -8.5 eV

ORCA input file:
```
! wB97M-V def2-TZVPD RIJCOSX def2/J DEFGRID3
* xyz 0 1
H -0.33 0.24 -0.56
H -2.64 -0.52 -0.82
H -0.97 1.05 0.76
H 2.66 -0.94 -0.27
N -2.05 -0.50 0.04
C 1.98 -0.14 0.00
H 1.71 0.42 -0.92
H -2.71 -0.21 0.77
H 2.45 0.54 0.72
H 1.08 -0.60 0.45
N -1.18 0.66 -0.17
*
```

No. 11
This record from OMol25 describes an isolated molecule of C20H22N6O3S. The level of theory is ωB97M-V/def2-TZVPD.

Orbital gap   8.539 eV
SMILES string   COc1ccc(-n2nnnc2SCC(=O)Nc2ccccc2N2CCOCC2)cc1
Relative energy (zero: lowest compared OMol25 entry of this formula, charge and spin)   348.0 kJ/mol
Highest occupied orbital energy   -8.1 eV

ORCA input file:
```
! wB97M-V def2-TZVPD RIJCOSX def2/J DEFGRID3
* xyz 0 1
C -1.88 2.71 1.98
H -0.73 -2.80 -4.02
H -0.47 5.35 4.67
C -0.93 -4.48 -1.32
O -0.19 -4.90 -2.45
H -2.13 2.91 -1.79
N 0.14 -0.32 1.69
C -0.54 1.49 -1.75
N -0.76 -2.18 -2.00
C 0.22 3.08 3.11
H 4.27 0.14 -0.67
N 1.18 -2.05 0.90
N 1.11 -0.30 -1.55
H 1.44 -3.70 -2.05
H -1.27 6.63 3.72
H -2.14 0.78 1.10
H 1.56 1.42 3.13
C 2.23 0.44 -1.36
O -1.50 4.80 2.95
H -3.89 1.19 -2.00
H 0.67 -1.83 -3.50
H 1.24 -4.28 -3.73
C 3.28 -0.29 -0.52
C -2.85 0.90 -1.95
N -0.73 -1.32 1.53
H 3.29 -1.37 -0.65
C 0.71 -3.90 -2.85
H -2.84 3.09 1.67
H 0.23 2.24 -1.63
H 0.25 5.91 3.12
H 1.13 -1.29 -1.30
C -1.18 -0.83 -1.97
C -2.51 -0.44 -2.02
N -0.10 -2.32 1.07
H -2.22 -2.88 -0.70
C -0.03 -2.60 -3.19
C -1.87 1.87 -1.83
C -0.19 0.15 -1.80
C 1.35 -0.80 1.29
C -1.71 -3.20 -1.61
S 2.83 0.10 1.21
O 2.39 1.58 -1.72
H -3.29 -1.18 -2.13
C -1.50 1.43 1.66
H -0.26 -4.30 -0.47
H -2.45 -3.40 -2.41
H -1.61 -5.30 -1.09
C -0.24 0.97 2.06
H 0.89 3.70 3.67
C 0.61 1.79 2.79
C -0.69 5.71 3.66
C -1.03 3.56 2.70
*
```

No. 12
This record from OMol25 describes an isolated molecule of C9H14Cl2Si. The level of theory is ωB97M-V/def2-TZVPD.

Orbital gap   9.284 eV
SMILES string   CC(C)(C)[Si](Cl)(Cl)C1C=CC=C1
Relative energy (zero: lowest compared OMol25 entry of this formula, charge and spin)   218.2 kJ/mol
Highest occupied orbital energy   -8.6 eV

ORCA input file:
```
! wB97M-V def2-TZVPD RIJCOSX def2/J DEFGRID3
* xyz 0 1
H 1.35 -2.16 2.16
C -2.25 1.00 -1.10
C 1.07 -2.42 -0.74
H -0.26 -1.65 1.42
H -1.29 2.60 1.77
H 1.10 -2.49 -1.84
C -2.74 2.76 0.34
Si 0.54 0.44 -0.79
C -1.20 1.04 0.12
C 2.78 -0.86 0.19
C 0.78 -1.36 1.47
H -1.24 0.25 0.92
H 0.11 -2.74 -0.47
H -2.25 0.22 -1.78
H 1.71 -3.23 -0.39
Cl 0.19 0.11 -2.71
H -3.32 3.59 0.57
C -1.74 2.19 0.94
C 1.32 -1.13 0.03
H 0.90 -0.43 2.15
H 3.26 -0.75 -0.68
H 3.02 0.13 0.73
C -3.05 2.08 -0.91
H -3.80 2.33 -1.59
Cl 1.82 2.03 -0.72
H 3.21 -1.55 0.88
*
```

No. 13
This record from OMol25 describes a cluster of 10 separate species, C10H40N10O10 in total. The level of theory is ωB97M-V/def2-TZVPD.

Orbital gap   9.581 eV
SMILES string   NC(N)=O.NC(N)=O.NC(N)=O.NC(N)=O.NC(N)=O.CO.CO.CO.CO.CO
Relative energy (zero: lowest compared OMol25 entry of this formula, charge and spin)   146.9 kJ/mol
Highest occupied orbital energy   -9.4 eV

ORCA input file:
```
! wB97M-V def2-TZVPD RIJCOSX def2/J DEFGRID3
* xyz 0 1
C 3.63 0.76 -3.36
C 1.81 -2.96 -1.43
H -0.10 0.39 4.06
O -4.47 2.43 -0.04
H 1.99 1.42 -4.05
H -0.91 -1.73 2.48
H -2.27 -0.86 -2.05
C 1.27 1.85 4.70
H 0.59 -3.22 -5.91
N -1.15 0.77 -0.65
H 0.84 -1.17 -1.58
C -3.70 2.62 -1.23
O -3.18 0.29 1.08
N 2.25 3.71 1.49
H 3.69 -1.25 2.44
H -0.03 -2.48 -0.90
N 1.61 -4.07 -0.65
H -3.75 1.62 -1.72
H -3.77 1.02 0.82
H 1.28 2.30 6.69
N 0.67 -2.17 -1.57
H -0.12 -1.89 -3.76
O 2.91 -2.60 -1.85
H -4.35 -2.75 2.12
H 4.60 1.10 -3.51
O 2.18 2.59 4.34
H -2.42 -1.68 3.31
H 3.29 0.77 -2.31
C -0.81 0.53 -1.90
N -1.69 -0.22 -2.62
H -4.49 3.26 0.39
C -2.32 -2.88 1.61
H -0.57 1.37 -0.07
H 2.89 4.39 1.07
O 0.26 0.97 -2.46
N -3.61 -3.20 1.58
N 0.73 0.97 3.85
C 0.50 -2.16 -5.54
H 0.26 -1.59 -6.42
H -2.61 2.79 -0.99
H 0.81 1.25 2.85
N 1.55 3.24 -0.65
O 0.67 2.02 1.18
O -1.57 -3.44 0.79
O 2.93 1.65 -4.25
C -2.41 1.00 2.01
C 2.72 -1.34 1.85
C 1.47 2.90 0.65
H -1.40 0.60 2.13
H -1.55 -0.52 -3.56
O -0.58 -2.12 -4.58
H -3.78 -3.72 0.84
H 1.46 -1.80 -5.23
H 1.08 2.62 -1.32
H 2.47 -0.35 1.61
H 2.28 -4.84 -0.73
H 2.11 4.12 -0.79
H 3.51 -0.33 -3.68
O 1.66 -2.16 2.52
H -0.19 1.70 6.13
H -4.07 3.34 -1.88
N -1.84 -2.08 2.59
H 0.74 -4.46 -0.35
H 3.00 -1.89 0.91
H -2.38 2.09 1.80
N 0.79 1.81 5.97
H -1.86 0.27 -0.16
H -2.87 0.92 2.97
H 2.31 3.43 2.50
H 1.98 -3.01 2.42
*
```

No. 14
This record from OMol25 describes a structure of composition C18H17AsCl3NO2PdS. The level of theory is ωB97M-V/def2-TZVPD.

Orbital gap   6.741 eV
Relative energy (zero: lowest compared OMol25 entry of this formula, charge and spin)   0.0 kJ/mol
Highest occupied orbital energy   -7.5 eV

ORCA input file:
```
! wB97M-V def2-TZVPD RIJCOSX def2/J DEFGRID3
* xyz 0 1
C -0.84 2.59 1.48
Cl 1.67 -3.23 4.61
C -0.14 2.30 -1.43
C -5.34 3.13 -0.90
C 4.39 -3.98 -2.14
H -1.97 -0.32 -1.02
H -1.62 3.25 1.11
C -3.55 1.74 -1.73
H -1.16 2.10 2.40
C 3.84 -1.68 -2.55
C -2.15 0.35 -0.18
C 2.32 -1.60 4.69
O 2.14 -2.09 1.42
H 4.94 -4.88 -2.39
C -4.06 1.77 0.62
C 1.83 -2.91 0.44
H -1.05 2.85 -1.65
H -6.14 3.83 -1.09
H 3.35 -4.90 -0.50
C 4.55 -2.82 -2.88
H -5.68 3.04 1.21
C 2.96 -1.68 -1.47
N 0.90 -0.10 3.09
H 0.13 1.65 -2.26
C 2.79 -2.85 -0.73
As -0.44 1.24 0.15
C -3.28 1.30 -0.44
H 0.68 2.99 -1.24
H -2.97 1.36 -2.56
Cl 2.20 -0.95 6.34
O 0.88 -3.66 0.39
C 1.51 -0.74 3.82
H -2.33 -0.28 0.70
H -3.87 1.42 1.62
Cl 3.98 -1.55 4.12
Pd 1.08 -0.43 0.88
S 2.13 -0.15 -1.13
C 3.50 -3.99 -1.07
C -4.58 2.65 -1.96
H 5.23 -2.80 -3.73
H 3.96 -0.77 -3.14
H -4.78 2.98 -2.97
C -5.08 2.68 0.38
H 0.07 3.15 1.68
*
```

No. 15
This record from OMol25 describes a structure of composition C16H19BN6PdSe. The level of theory is ωB97M-V/def2-TZVPD.

Orbital gap (alpha / beta)   5.561 / 4.175 eV
Highest occupied orbital energy (alpha / beta)   -21.3 / -21.1 eV

ORCA input file:
```
! wB97M-V def2-TZVPD RIJCOSX def2/J DEFGRID3
* xyz 4 5
H 3.48 0.27 -3.82
H 5.09 0.04 -1.61
C -1.05 -1.88 -3.71
H -2.09 1.13 5.95
H -0.11 2.58 -4.52
H -1.24 4.37 -2.74
N -0.31 1.51 -1.48
H -0.66 -1.49 1.27
C -1.86 -2.68 -2.90
H 1.58 -0.91 3.28
H -1.26 2.26 3.89
H -1.85 -1.03 2.52
C -0.31 2.51 -3.46
N 1.95 -0.07 -2.42
C -1.69 -1.10 1.44
C 3.24 0.09 -2.78
H -1.87 -0.10 1.00
Pd -0.02 -0.09 -0.03
C -0.84 1.30 4.22
H -0.90 -1.84 -4.77
N 0.02 1.39 -2.81
H -2.41 -1.79 1.00
C -0.84 2.73 -1.30
N -0.33 -1.06 -2.92
H -1.16 3.06 -0.33
N 1.87 -0.18 -1.05
C -0.86 3.40 -2.54
H 0.74 -2.08 5.32
C -1.30 0.67 5.36
Se 0.62 1.45 1.80
N -0.75 -1.25 -1.59
C 0.77 -0.50 3.87
H 0.94 0.06 -4.47
H -1.16 -1.10 6.63
C -0.76 -0.57 5.75
H 3.32 -0.24 0.50
H -2.53 -3.45 -3.22
B 0.67 0.06 -3.31
H -2.11 -2.60 -0.68
C 0.16 0.69 3.44
C 0.29 -1.13 5.01
C 4.02 -0.01 -1.63
C -1.63 -2.26 -1.59
C 3.13 -0.18 -0.57
*
```

These records have calculated total energy values of -418.34247, -231.12161, -683.75412, -378.88937, -5735.89050, -2577.61592, -1042.60870, -1162.79490, -569.56619, -152.34798, -1727.74075, -1561.22355, -1705.06998, -5043.75588, -3501.98950 Eh, in the order they appear.